Entry 1:
333
Properties=species:S:1:pos:R:3 method="wB97M-V/def2-TZVPD" homo_energy_ev=-15.4 lumo_ev=-6.59 spin_multiplicity=1 e_above_lowest_kcal_mol=0.0 gap_ev=8.8 total_charge=+5
C 3.874 19.585 29.623
C 4.074 18.432 28.602
C 3.202 17.295 28.990
C 3.610 16.020 28.250
P 2.680 14.548 28.547
C 3.218 13.227 27.487
C 4.573 12.661 27.684
C 4.662 11.245 28.305
C 6.094 11.032 28.691
C 2.602 14.126 30.303
C 3.915 13.654 31.120
C 5.009 14.682 31.530
C 6.134 13.919 32.246
C 0.948 14.810 28.134
C 0.758 15.397 26.685
C -0.714 15.414 26.225
C -1.408 14.072 26.279
H 4.676 20.343 29.613
H 3.896 19.202 30.660
H 2.918 20.090 29.437
H 5.146 18.153 28.610
H 3.777 18.794 27.611
H 2.116 17.478 28.752
H 3.266 17.167 30.083
H 4.653 15.874 28.518
H 3.746 16.260 27.132
H 3.141 13.780 26.552
H 2.388 12.465 27.537
H 5.105 13.237 28.452
H 5.134 12.636 26.741
H 4.237 10.475 27.648
H 3.891 11.245 29.158
H 6.794 11.401 27.919
H 6.296 9.984 28.899
H 6.267 11.634 29.582
H 1.881 13.342 30.382
H 2.097 15.051 30.736
H 4.254 12.793 30.591
H 3.418 13.265 32.051
H 4.610 15.419 32.204
H 5.397 15.010 30.592
H 5.856 13.739 33.267
H 7.037 14.525 32.359
H 6.353 12.962 31.831
H 0.551 15.550 28.821
H 0.435 13.913 28.379
H 1.339 14.869 25.922
H 1.078 16.457 26.761
H -0.641 15.946 25.264
H -1.317 16.136 26.830
H -0.837 13.221 25.931
H -2.385 14.010 25.731
H -1.710 13.890 27.353
C -6.352 14.722 33.622
C -5.630 14.192 34.831
C -4.072 14.192 34.712
C -3.386 13.577 35.916
P -1.632 13.464 35.702
C -0.924 12.836 37.281
C -1.561 13.316 38.616
C -0.755 12.969 39.862
C 0.696 13.311 39.839
C -1.016 12.279 34.462
C -1.866 11.041 34.424
C -1.512 10.107 33.264
C -2.403 8.886 33.178
C -0.991 15.061 35.066
C -1.037 16.191 36.114
C 0.237 16.280 36.960
C 1.370 16.987 36.227
H -5.971 14.358 32.684
H -6.216 15.813 33.537
H -7.393 14.473 33.733
H -5.928 13.102 35.051
H -5.828 14.831 35.681
H -3.718 15.241 34.599
H -3.652 13.728 33.806
H -3.785 12.639 36.190
H -3.609 14.162 36.799
H 0.205 13.093 37.171
H -1.076 11.708 37.233
H -2.565 12.990 38.659
H -1.528 14.409 38.606
H -0.872 11.934 40.039
H -1.310 13.439 40.689
H 1.154 12.869 38.962
H 1.233 12.948 40.699
H 0.971 14.382 39.776
H 0.084 12.179 34.673
H -0.985 12.831 33.476
H -2.916 11.243 34.312
H -1.866 10.540 35.346
H -0.509 9.712 33.400
H -1.535 10.750 32.388
H -1.971 8.132 32.553
H -3.477 8.999 32.919
H -2.539 8.532 34.226
H -1.469 15.366 34.104
H 0.035 14.963 34.723
H -1.874 16.063 36.816
H -1.250 17.194 35.666
H 0.616 15.259 37.221
H 0.048 16.798 37.930
H 1.044 17.918 35.848
H 1.803 16.383 35.445
H 2.186 17.252 36.964
C -3.506 17.381 24.482
C -4.619 16.459 24.873
C -4.742 16.435 26.431
C -5.200 17.757 27.062
P -4.916 18.031 28.868
C -5.781 19.616 29.432
C -5.246 20.043 30.873
C -4.818 21.511 30.903
C -5.957 22.435 30.413
C -5.507 16.671 29.933
C -7.062 16.643 29.693
C -7.871 15.545 30.408
C -9.398 15.724 30.295
C -3.139 18.039 29.036
C -2.361 18.980 28.130
C -0.975 19.127 28.638
C 0.001 19.830 27.680
H -2.620 17.297 25.115
H -3.835 18.407 24.471
H -3.109 17.267 23.480
H -4.478 15.427 24.579
H -5.494 16.804 24.346
H -3.713 16.149 26.839
H -5.385 15.574 26.759
H -6.212 18.016 26.929
H -4.628 18.557 26.589
H -6.879 19.433 29.373
H -5.526 20.390 28.716
H -4.410 19.357 31.194
H -6.084 19.890 31.559
H -3.927 21.539 30.275
H -4.424 21.796 31.883
H -6.927 22.009 30.687
H -5.935 22.443 29.278
H -5.936 23.498 30.779
H -5.355 16.771 31.018
H -4.940 15.757 29.571
H -7.257 16.562 28.618
H -7.576 17.598 30.084
H -7.547 15.478 31.510
H -7.491 14.591 29.965
H -9.899 14.770 30.583
H -9.880 16.048 29.337
H -9.762 16.408 31.075
H -2.857 16.952 28.911
H -3.020 18.373 30.067
H -2.967 19.948 28.188
H -2.449 18.644 27.121
H -0.615 18.128 28.932
H -0.930 19.635 29.616
H -0.443 19.690 26.664
H 0.989 19.365 27.749
H 0.246 20.852 27.880
C -2.899 23.749 34.238
C -2.979 24.744 35.362
C -4.196 25.688 35.142
C -4.381 26.694 36.279
P -5.676 27.939 36.209
C -7.297 27.133 36.154
C -7.566 26.435 34.790
C -9.059 26.103 34.573
C -9.944 27.319 34.349
C -5.571 28.926 37.659
C -6.874 29.595 38.114
C -6.746 30.391 39.388
C -7.967 30.969 40.073
C -5.291 28.897 34.707
C -6.002 30.243 34.711
C -5.503 31.019 33.553
C -6.009 30.623 32.160
H -2.134 23.029 34.345
H -2.779 24.202 33.262
H -3.787 23.188 34.113
H -2.065 25.324 35.474
H -3.113 24.293 36.400
H -5.098 25.093 35.116
H -4.118 26.182 34.183
H -3.472 27.277 36.398
H -4.580 26.217 37.296
H -8.057 27.952 36.329
H -7.274 26.441 36.999
H -7.070 25.504 34.802
H -7.179 27.000 33.961
H -9.333 25.536 35.458
H -9.156 25.381 33.798
H -10.328 27.694 35.274
H -10.817 27.086 33.690
H -9.345 28.043 33.825
H -4.823 29.706 37.457
H -5.249 28.271 38.480
H -7.533 28.738 38.247
H -7.266 30.252 37.262
H -5.993 31.165 39.262
H -6.317 29.697 40.158
H -8.708 31.479 39.489
H -7.610 31.606 40.906
H -8.617 30.125 40.525
H -5.579 28.300 33.888
H -4.232 29.129 34.776
H -5.746 30.738 35.597
H -7.096 30.096 34.624
H -4.435 31.035 33.640
H -5.829 32.067 33.620
H -7.072 30.556 32.052
H -5.529 29.641 31.838
H -5.591 31.413 31.434
C -0.711 9.034 27.120
C -1.662 10.039 27.751
C -2.958 10.022 26.943
C -2.883 10.655 25.546
P -3.938 10.059 24.232
C -3.193 10.661 22.761
C -3.976 10.485 21.431
C -3.693 11.641 20.414
C -4.634 11.377 19.289
C -3.992 8.253 23.918
C -4.819 7.488 24.868
C -5.222 6.106 24.322
C -6.343 5.447 25.125
C -5.611 10.624 24.592
C -5.820 12.151 24.486
C -7.001 12.628 25.362
C -8.350 12.043 24.960
H 0.298 9.298 27.465
H -0.671 9.204 26.028
H -0.961 7.975 27.279
H -1.161 11.030 27.725
H -1.842 9.684 28.767
H -3.789 10.573 27.413
H -3.275 8.937 26.867
H -1.844 10.541 25.136
H -3.107 11.721 25.606
H -2.226 10.056 22.812
H -2.846 11.721 22.933
H -5.032 10.547 21.695
H -3.790 9.531 20.961
H -2.597 11.642 20.169
H -3.942 12.716 20.799
H -5.607 11.299 19.742
H -4.442 10.472 18.719
H -4.686 12.188 18.515
H -2.957 7.886 23.853
H -4.328 8.138 22.910
H -5.786 8.067 24.994
H -4.340 7.248 25.800
H -4.288 5.604 24.340
H -5.490 6.186 23.297
H -6.727 4.545 24.545
H -7.214 6.174 25.281
H -6.120 5.044 26.190
H -5.804 10.305 25.637
H -6.258 9.996 24.042
H -6.036 12.423 23.437
H -4.917 12.757 24.819
H -7.124 13.763 25.208
H -6.765 12.394 26.446
H -8.372 12.212 23.847
H -9.216 12.571 25.369
H -8.373 10.935 25.214
C -20.870 7.270 28.657
C -20.478 8.504 29.472
C -19.205 9.267 28.955
C -19.271 10.755 29.232
P -17.725 11.717 28.927
C -16.350 11.158 29.984
C -15.037 12.042 29.831
C -13.842 11.190 30.387
C -13.346 10.106 29.412
C -17.287 11.516 27.164
C -16.296 12.382 26.381
C -16.726 13.789 25.999
C -15.610 14.409 25.173
C -18.082 13.478 29.201
C -18.458 14.009 30.633
C -18.535 15.536 30.714
C -17.126 16.231 30.541
H -21.658 6.656 29.097
H -19.994 6.565 28.708
H -21.275 7.514 27.676
H -20.390 8.312 30.526
H -21.315 9.201 29.313
H -19.077 9.063 27.900
H -18.432 8.703 29.408
H -19.539 10.960 30.300
H -20.011 11.256 28.662
H -16.195 10.074 29.723
H -16.687 11.310 31.012
H -15.174 12.899 30.421
H -14.919 12.302 28.771
H -14.137 10.924 31.433
H -13.051 11.975 30.531
H -12.413 9.714 29.820
H -13.084 10.503 28.408
H -13.993 9.208 29.225
H -18.294 11.435 26.630
H -16.961 10.432 27.128
H -16.017 11.770 25.458
H -15.350 12.472 26.976
H -16.962 14.386 26.847
H -17.620 13.676 25.426
H -14.745 14.634 25.774
H -15.794 15.306 24.621
H -15.338 13.797 24.344
H -18.947 13.720 28.557
H -17.254 14.045 28.785
H -17.664 13.791 31.351
H -19.438 13.683 30.960
H -18.910 15.844 31.671
H -19.240 15.840 30.002
H -16.648 16.139 29.575
H -16.431 15.703 31.207
H -17.247 17.279 30.798
C -2.306 14.218 29.943
O -3.095 13.331 30.781
O -3.025 14.929 29.017
C -1.558 15.046 31.037
F -0.849 15.985 30.409
F -2.188 15.708 32.067
F -0.555 14.238 31.621
C -3.621 12.273 29.916
C -4.559 11.426 30.849
H -5.565 11.346 30.574
H -4.170 10.489 31.222
H -4.671 12.089 31.733
H -2.738 11.706 29.625
H -4.103 12.791 29.120
H -1.489 13.641 29.413

=====

Entry 2:
36
Properties=species:S:1:pos:R:3 method="wB97M-V/def2-TZVPD" homo_energy_ev=-6.4 lumo_ev=-0.55 spin_multiplicity=1 e_above_lowest_kcal_mol=0.0 gap_ev=5.8 total_charge=-1
Ba 1.684 -0.872 0.446
O 0.261 2.752 1.846
C 1.261 1.913 2.064
O 2.107 1.665 1.236
C 1.191 1.193 3.402
O 1.757 -0.090 3.268
C 3.082 -0.269 3.822
C 4.214 -0.401 2.774
O 5.286 0.103 3.099
O 3.921 -1.063 1.732
H 0.210 2.880 0.871
H 0.140 1.089 3.675
H 1.690 1.789 4.171
H 3.058 -1.204 4.388
H 3.304 0.543 4.513
O -0.264 2.230 -0.991
As 0.050 1.118 -2.390
O 0.175 2.160 -3.647
O 1.319 0.142 -1.968
C -1.611 0.123 -2.657
C -2.290 0.554 -3.794
C -3.481 -0.040 -4.188
C -4.009 -1.080 -3.445
C -3.347 -1.520 -2.308
C -2.153 -0.931 -1.913
S -1.428 -1.604 -0.422
O -0.294 -2.454 -0.807
O -2.496 -2.321 0.233
O -0.931 -0.431 0.331
H -0.371 3.069 -1.462
H -1.849 1.364 -4.362
H -3.991 0.313 -5.076
H -4.939 -1.550 -3.741
H -3.749 -2.319 -1.702
O 1.409 -3.670 0.980
O 1.080 -3.183 2.021